No. 1
A structure of composition C12H30N2O12PbS2 in a non-equilibrium geometry, computed with ωB97M-V/def2-TZVPD.

XYZ file:
```
59
C12H30N2O12PbS2, DFT ωB97M-V/def2-TZVPD
Pb -1.0051 -0.1055 0.3534
S -0.7060 -1.5728 3.0644
S -3.7325 0.6101 1.4997
O 3.5638 0.4096 2.9664
O -0.2632 -2.2862 -0.9750
O -1.2884 -2.1766 1.8233
O -0.3474 2.7732 -0.4413
O 0.3205 -2.4982 3.5931
O -3.3972 -0.7024 0.9074
O -4.6007 1.4023 0.6103
O -1.7972 -1.3730 4.0349
O -0.1361 -0.3076 2.6080
O 0.0719 0.4880 -2.3643
O -4.4586 0.3215 2.7233
O -2.5252 1.3450 1.8463
N -2.6080 -0.6197 -1.7646
N 1.5705 0.5999 0.9316
C -0.9824 0.6911 -3.2565
C 0.6317 -3.1866 -0.3861
C -1.0261 3.9784 -0.6984
C 2.7533 -0.2298 0.8003
C 1.8348 1.9926 0.5418
C -2.4045 0.4943 -2.6928
C -2.3465 -1.9299 -2.3495
C 3.2492 -0.6992 3.7782
C 0.6346 2.9353 0.5419
C 1.2809 0.1272 -2.9605
C 3.9895 0.1824 1.6437
C -1.5325 -2.8268 -1.4026
H 1.0696 3.9393 0.5488
H 1.0429 0.4490 1.7944
H -3.6084 -0.5604 -1.6087
H -3.2773 -2.4650 -2.5633
H 0.3229 -4.2310 -0.4906
H 0.1704 2.7199 1.5148
H -1.8636 -1.9105 -3.3344
H 1.7495 0.9998 -3.4358
H 1.6551 -3.0162 -0.7309
H 4.1363 -1.3454 3.8438
H 4.4664 1.0344 1.1598
H -1.4055 4.4247 0.2261
H 1.1283 -0.5586 -3.8040
H -3.2060 0.4890 -3.4461
H 2.9338 -0.3749 4.7664
H 2.4527 -1.3623 3.4220
H -0.3707 4.7772 -1.0746
H 4.7094 -0.6455 1.6740
H -1.5225 -3.8816 -1.6935
H 2.5508 2.3332 1.3010
H -2.7613 1.3333 -2.0853
H 3.1286 -0.1444 -0.2277
H 0.6099 -3.0401 0.7011
H -2.0425 -2.8397 -0.4288
H 2.5840 -1.3059 0.8492
H 2.3145 2.0611 -0.4417
H 1.8986 -0.3375 -2.2027
H -1.8197 3.7795 -1.4122
H -0.8677 0.1153 -4.1814
H -0.9213 1.7264 -3.6161
```

Summary:
* gap between HOMO and LUMO: 4.9717 eV
* total charge: -2
* energy relative to the best compared isomer or geometry (same formula, charge and spin): 0.00 kcal/mol



No. 2
An isolated molecule of C4H8N2O in a non-equilibrium geometry, computed with ωB97M-V/def2-TZVPD.

XYZ file:
```
15
C4H8N2O, DFT ωB97M-V/def2-TZVPD
O -0.7295 0.2300 -2.1022
N -1.7547 -0.8304 -0.7178
N 0.7065 -0.8811 1.6431
C 0.4844 0.2711 -1.4661
C -0.2479 0.0359 1.0364
C 0.4051 0.9072 -0.0417
C -1.3253 -0.8096 0.3763
H -0.1581 1.8416 -0.1383
H 0.2741 -1.3961 2.4045
H -1.9249 -1.0106 -1.7003
H 0.9649 -0.7270 -1.3540
H 1.4768 -0.3458 2.0314
H -0.7841 0.6690 1.7620
H 1.1956 0.8915 -2.0391
H 1.4170 1.1542 0.3057
```

Summary:
* gap between HOMO and LUMO (alpha / beta): 7.9871 / 7.9932 eV
* energy relative to the best compared isomer or geometry (same formula, charge and spin): 123.34 kcal/mol



No. 3
A cluster of 3 separate species, C25H58BN9O6P2 in total in a non-equilibrium geometry, computed with ωB97M-V/def2-TZVPD.

XYZ file:
```
101
C25H58BN9O6P2, DFT ωB97M-V/def2-TZVPD
P -0.9255 -4.1657 -6.1293
P 0.9079 2.1614 -1.6933
O 1.8325 1.9824 -0.4644
O 2.6887 2.3498 5.7052
O -3.7109 -0.3693 7.5165
O 2.8193 -0.6262 3.4490
O -1.6032 0.9273 7.4221
O 0.5378 -4.3442 -6.6026
N -0.5360 4.0446 5.5718
N 1.8691 2.4793 3.3235
N -0.1552 2.3672 -3.1062
N -2.6078 -3.9605 -5.5852
N -0.4962 1.8076 -0.7385
N -0.6428 -2.4959 -5.7548
N -1.5232 -4.2643 -7.7465
N -1.8644 1.0114 3.7687
N 1.1437 3.8722 -1.6963
C 5.1131 2.3313 6.3539
C 2.4954 4.3007 -2.0783
C -1.3987 2.8333 -0.2415
C 0.7406 0.1868 6.5299
C -0.6985 0.8768 4.3337
C -0.7673 -0.2533 7.0252
C 0.6556 2.2383 -4.3364
C -2.8496 -3.1599 -4.3673
C -3.9136 1.7874 6.1703
C 3.9579 1.7508 5.2928
C 5.0079 1.4080 7.7170
C 0.8249 -3.0122 5.2782
C -3.1760 -5.2910 -5.2783
C 0.6916 -2.1692 -5.2340
C -1.0669 -1.4050 -6.6171
C 0.6050 -2.0128 3.9682
C -1.4033 -5.5926 -8.3611
C -2.7026 -3.6132 -8.3055
C 1.5896 2.1093 4.7596
C -3.0164 0.7070 7.0789
C 0.8375 0.6414 4.9541
C -0.3185 0.8075 0.3230
C 0.2054 4.9038 -2.1237
C -1.2633 1.4067 -3.2855
C 0.4079 3.2039 5.2349
B 1.4882 -0.5922 4.1010
H 3.9368 0.5917 5.4682
H -0.4848 -6.1024 -8.0507
H 1.0330 -2.9311 -4.5238
H -2.2109 2.3996 0.3504
H -1.2778 0.3703 0.6200
H 2.6067 4.3660 -3.1651
H 4.9908 3.4725 6.5832
H 4.5826 0.3316 7.5394
H -2.1544 -1.3528 -6.6719
H 0.1458 1.2404 1.2149
H -0.7780 -0.4330 -6.2048
H -0.6380 -1.4799 -7.6231
H -0.9156 0.3714 -3.1875
H 0.3040 -0.0257 -0.0231
H 4.2402 1.9429 8.4561
H 0.0615 2.4619 -5.2302
H -1.3235 -0.9910 6.3072
H 4.3167 2.0833 4.2298
H 1.4892 2.9408 -4.3439
H -4.4319 1.2075 5.2732
H 1.0657 -2.6155 3.0464
H 1.4668 -0.7337 6.7547
H 1.4316 -2.0866 -6.0366
H 0.6815 -1.2214 -4.6851
H -1.9121 3.3315 -1.0641
H 2.6090 1.9055 2.8724
H -0.8849 3.5690 0.3881
H 0.8197 -4.1505 4.9819
H 0.9949 2.4111 2.7309
H -3.0994 -5.9670 -6.1301
H -2.7218 -3.7174 -9.3984
H -2.1935 -3.4722 -3.5461
H 2.7311 5.2836 -1.6532
H 1.8752 -2.7802 5.7827
H -2.7168 -2.0889 -4.5380
H 1.0940 1.0330 7.2947
H -4.7576 2.3147 6.8098
H -3.8892 -3.2567 -4.0308
H -1.3619 -5.5178 -9.4543
H -0.5183 -1.8305 3.6982
H 2.7885 -0.2700 2.5114
H -3.2621 2.6366 5.6957
H -0.0174 -2.7647 6.0694
H -2.7279 -2.5404 -8.1387
H -2.0796 1.5736 -2.5787
H 6.1652 2.1674 5.8158
H 3.2606 3.6109 -1.7064
H 6.0754 1.2636 8.2186
H -4.2437 -5.2228 -5.0393
H -3.6389 -4.0408 -7.9298
H -0.7695 4.8283 -1.6513
H -2.6539 -5.7589 -4.4347
H -1.7284 1.5198 -4.2726
H -0.6073 -0.8544 8.0441
H 0.0601 4.9185 -3.2096
H 0.5679 5.9001 -1.8381
H 1.0716 1.2279 -4.4318
H -2.2469 -6.2378 -8.0972
```

Summary:
* gap between HOMO and LUMO: 6.9763 eV



No. 4
A cluster of 2 separate species, ClH3N2S in total in a non-equilibrium geometry, computed with ωB97M-V/def2-TZVPD.

XYZ file:
```
7
ClH3N2S, DFT ωB97M-V/def2-TZVPD
Cl -0.9545 1.9545 -0.7493
S 0.6421 0.6606 -0.6520
N 0.4848 -0.4677 -1.6144
N 0.0152 -0.0986 1.7008
H 0.9517 -0.6235 1.5731
H -0.4105 -0.7306 -1.7610
H -0.7288 -0.6947 1.5028
```

Summary:
* gap between HOMO and LUMO (alpha / beta): 9.3923 / 8.1317 eV
* energy relative to the best compared isomer or geometry (same formula, charge and spin): 48.40 kcal/mol